Entry from OMol25: one molecule with the formula C5H3NO in a non-equilibrium geometry (ωB97M-V/def2-TZVPD).

ΔE to the lowest compared entry with this formula, charge and spin = 3.047 eV
charge = 0
E_tot = -322.17982 Ha
spin multiplicity = 1
highest occupied orbital energy = -0.3556 Eh

Geometry as XYZ:
```
10
Properties=species:S:1:pos:R:3:forces:R:3:mulliken_charge:R:1
C 2.570 -0.127 0.372 -0.75 0.43 -0.02 -0.074
C 1.422 0.254 0.286 0.08 -0.09 -0.01 -0.385
C -0.010 0.325 0.079 -1.01 -2.00 -0.66 0.220
C -0.675 -0.998 -0.352 0.47 1.28 0.41 -0.127
N -1.945 -0.847 -0.514 0.50 -0.11 0.05 -0.343
O -2.257 0.444 -0.246 1.83 1.65 0.69 -0.144
C -1.075 1.185 0.124 -1.46 -1.78 -0.67 -0.327
H 3.592 -0.455 0.448 -0.43 0.24 0.00 0.380
H -0.244 -2.008 -0.529 -0.07 1.16 0.26 0.404
H -1.376 2.225 0.333 0.85 -0.77 -0.06 0.395
```
Forces are in eV/Å.

---

Entry from OMol25: one molecule with the formula C5H3NO2 in a non-equilibrium geometry (ωB97M-V/def2-TZVPD).

ΔE to the lowest compared entry with this formula, charge and spin = 0.869 eV
charge = 0
E_tot = -397.50073 Ha
spin multiplicity = 1
highest occupied orbital energy = -0.3391 Eh

Geometry as XYZ:
```
11
Properties=species:S:1:pos:R:3:forces:R:3:mulliken_charge:R:1
N 3.377 -0.303 -0.109 -2.67 0.34 1.01 -0.459
C 2.229 -0.231 0.130 2.01 -0.39 -1.35 0.125
C 0.786 -0.296 0.148 4.00 0.13 -0.82 0.039
O 0.262 -1.515 -0.120 -0.31 0.45 1.63 -0.304
C -1.039 -1.242 -0.033 -1.97 -4.34 -1.30 -0.321
C -1.372 0.019 -0.003 -0.84 3.36 0.49 -0.503
C -0.095 0.699 0.058 -0.77 -0.05 -0.12 0.807
O 0.276 1.971 -0.151 0.91 -0.67 -0.04 -0.492
H -1.668 -2.128 -0.137 0.13 0.44 0.15 0.441
H -2.376 0.471 0.062 0.76 -0.50 -0.21 0.345
H -0.381 2.556 0.156 -1.25 1.22 0.55 0.323
```
Forces are in eV/Å.

---

Entry from OMol25: one molecule with the formula C5H3NOS in a non-equilibrium geometry (ωB97M-V/def2-TZVPD).

ΔE to the lowest compared entry with this formula, charge and spin = 2.720 eV
charge = 0
E_tot = -720.39074 Ha
spin multiplicity = 1
highest occupied orbital energy = -0.3537 Eh

Geometry as XYZ:
```
11
Properties=species:S:1:pos:R:3:forces:R:3:mulliken_charge:R:1
C -0.346 -1.431 -1.185 1.78 1.72 -0.83 -0.577
C -0.148 -0.271 -0.443 -1.54 -2.76 0.50 0.553
C 0.063 1.151 -0.859 2.04 0.13 -3.07 0.259
O 0.382 1.507 -2.017 -1.52 -0.63 4.15 -0.493
N 0.175 1.943 0.372 -0.12 1.86 -4.03 -0.365
C 0.061 1.187 1.340 1.83 -0.65 3.94 -0.098
C -0.194 -0.234 1.114 1.31 -3.59 0.43 -0.049
S 0.095 -1.500 2.356 -1.16 3.54 -3.64 -0.121
H 0.015 -1.617 -2.336 -1.40 0.94 3.06 0.253
H -0.689 -2.286 -0.606 0.25 -0.09 -0.27 0.286
H 0.586 1.551 2.265 -1.48 -0.46 -0.23 0.351
```
Forces are in eV/Å.

---

Entry from OMol25: one molecule with the formula C5H3NS in a non-equilibrium geometry (ωB97M-V/def2-TZVPD).

ΔE to the lowest compared entry with this formula, charge and spin = 1.803 eV
charge = 0
E_tot = -645.07134 Ha
spin multiplicity = 1
highest occupied orbital energy = -0.3240 Eh

Geometry as XYZ:
```
10
Properties=species:S:1:pos:R:3:forces:R:3:mulliken_charge:R:1
C -2.233 -0.576 -0.150 1.70 3.00 0.29 -0.195
C -1.970 0.672 -0.154 2.63 -0.48 0.30 -0.243
C -0.755 -1.632 0.208 0.95 1.41 0.27 0.024
C 0.856 0.152 0.137 0.50 3.02 -0.03 0.414
C 2.115 0.558 0.006 -0.07 -1.49 -0.15 -0.722
N 0.256 -0.979 0.363 -1.61 -1.99 -0.46 -0.181
S -0.594 1.689 0.017 -1.11 -2.22 -0.16 -0.099
H -2.979 -1.241 -0.216 -2.38 -2.05 -0.26 0.479
H 2.399 1.568 -0.212 -0.16 0.27 -0.02 0.259
H 2.907 -0.212 0.002 -0.44 0.54 0.21 0.264
```
Forces are in eV/Å.

---

Entry from OMol25: one molecule with the formula C5H3NS2 in a non-equilibrium geometry (ωB97M-V/def2-TZVPD).

ΔE to the lowest compared entry with this formula, charge and spin = 0.343 eV
charge = 0
E_tot = -1043.32195 Ha
spin multiplicity = 1
highest occupied orbital energy = -0.3507 Eh

Geometry as XYZ:
```
11
Properties=species:S:1:pos:R:3:forces:R:3:mulliken_charge:R:1
C -1.531 -1.627 -1.206 3.49 2.79 1.89 0.050
C -0.683 -0.890 -0.697 -1.89 -2.15 -1.23 -1.169
C 0.220 -0.017 0.102 -1.78 -0.92 0.79 1.091
S 1.917 -0.739 0.284 -0.27 0.79 0.34 -0.155
C -0.478 0.060 1.443 0.56 -0.05 1.66 0.080
N -0.858 0.047 2.545 0.45 0.05 -2.15 -0.410
C 0.341 1.322 -0.551 0.76 0.71 -0.42 -0.294
S 0.387 2.686 0.322 -0.10 -0.58 -1.03 -0.151
H -2.145 -2.338 -1.647 -0.82 -0.64 -0.53 0.498
H 2.318 0.322 1.065 -0.17 -0.70 -0.48 0.194
H 0.512 1.174 -1.659 -0.23 0.70 1.15 0.266
```
Forces are in eV/Å.